(1)
Entry from OMol25: a molecular structure, C26H28BN2O at a distorted geometry (ωB97M-V with the def2-TZVPD basis set).

Summary:
- net charge = +1

Atoms and positions in Å:
C (0.148, 7.706, 3.989)
N (-0.373, 6.424, 3.586)
C (0.237, 6.034, 2.340)
C (-1.205, 5.620, 4.361)
C (-2.608, 5.636, 4.266)
C (-3.355, 4.838, 5.074)
N (-2.822, 4.015, 5.978)
B (-3.857, 3.160, 6.826)
H (-3.030, 2.511, 7.710)
C (-1.457, 3.954, 6.095)
C (-0.636, 4.739, 5.308)
H (-0.313, 8.128, 4.911)
H (1.250, 7.604, 4.145)
H (0.018, 8.427, 3.145)
H (-0.147, 5.082, 1.910)
H (0.098, 6.860, 1.600)
H (1.339, 5.943, 2.503)
H (-3.092, 6.302, 3.535)
H (-4.442, 4.821, 5.034)
H (-4.581, 3.902, 7.521)
H (-4.363, 2.249, 6.128)
H (-1.092, 3.252, 6.839)
H (0.460, 4.634, 5.466)
C (-1.079, -6.822, 7.941)
C (-1.984, -6.295, 8.860)
C (-2.909, -5.327, 8.464)
C (-2.891, -4.878, 7.144)
O (-3.700, -3.802, 6.755)
C (-3.554, -2.503, 7.233)
C (-2.847, -1.573, 6.421)
C (-2.708, -0.260, 6.854)
C (-3.237, 0.182, 8.096)
C (-2.760, 1.455, 8.644)
C (-3.169, 1.878, 9.978)
C (-3.361, 3.271, 10.303)
C (-3.613, 3.654, 11.632)
C (-3.676, 2.665, 12.641)
C (-3.543, 1.296, 12.348)
C (-3.271, 0.913, 11.032)
C (-4.189, -0.688, 8.728)
C (-4.283, -2.038, 8.367)
C (-2.044, -5.472, 6.189)
C (-1.122, -6.424, 6.605)
H (-0.337, -7.558, 8.278)
H (-1.985, -6.636, 9.902)
H (-3.613, -4.884, 9.177)
H (-2.392, -1.915, 5.495)
H (-2.210, 0.464, 6.215)
H (-1.716, 1.848, 8.273)
H (-3.389, 4.017, 9.493)
H (-3.736, 4.734, 11.858)
H (-3.841, 2.966, 13.694)
H (-3.629, 0.508, 13.126)
H (-3.160, -0.147, 10.791)
H (-4.848, -0.320, 9.519)
H (-4.897, -2.725, 8.954)
H (-2.072, -5.133, 5.145)
H (-0.430, -6.870, 5.871)

(2)
Entry from OMol25: C4H5NO in the gas phase at a distorted geometry (ωB97M-V with the def2-TZVPD basis set).

Summary:
- SMILES string = Oc1ccc[nH]1
- net charge = 0
- energy above the lowest of the compared OMol25 structures with the same formula, charge and spin (kcal/mol) = 34.3

Atoms and positions in Å:
O (2.166, 0.552, -0.083)
C (0.859, 0.181, -0.029)
C (0.275, -1.017, 0.179)
C (-1.143, -0.794, 0.059)
C (-1.342, 0.536, -0.121)
N (-0.098, 1.209, -0.147)
H (2.475, 0.265, -0.952)
H (0.791, -1.935, 0.405)
H (-1.902, -1.562, 0.117)
H (-2.267, 1.086, -0.246)
H (0.185, 1.478, 0.818)

(3)
Entry from OMol25: 3 unconnected molecules or ions with the total composition C10H28N7O3 at a distorted geometry (ωB97M-V with the def2-TZVPD basis set).

Summary:
- net charge = +1
- energy above the lowest of the compared OMol25 structures with the same formula, charge and spin (kcal/mol) = 21.7

Atoms and positions in Å:
N (-1.213, -2.740, -3.555)
C (0.174, -3.087, -3.145)
C (0.788, -2.063, -2.076)
O (-0.038, -0.894, -1.909)
C (0.949, -2.725, -0.627)
N (2.375, -2.762, -0.153)
C (3.046, -3.891, -0.746)
N (3.418, -3.937, -2.137)
N (3.301, -4.974, -0.031)
N (3.967, -6.098, -0.514)
H (-1.220, -2.781, -4.577)
H (-1.835, -3.506, -3.278)
H (0.866, -3.102, -4.037)
H (0.173, -4.141, -2.735)
H (1.834, -1.803, -2.409)
H (0.525, -0.175, -2.239)
H (0.449, -3.731, -0.634)
H (0.381, -2.056, 0.094)
H (2.321, -3.017, 0.846)
H (2.593, -4.200, -2.697)
H (3.737, -3.005, -2.410)
H (3.013, -5.009, 0.953)
H (4.752, -5.860, -1.122)
H (3.269, -6.604, -1.073)
C (-0.686, 0.003, 1.596)
O (-0.043, -0.783, 2.273)
N (-1.869, 0.553, 1.947)
C (-2.574, 1.482, 1.085)
C (-2.452, 0.201, 3.229)
H (-0.333, 0.336, 0.606)
H (-2.696, 2.432, 1.611)
H (-3.557, 1.071, 0.844)
H (-2.022, 1.653, 0.161)
H (-1.761, 0.476, 4.027)
H (-2.616, -0.879, 3.266)
H (-3.399, 0.719, 3.370)
C (-1.726, 5.817, 2.669)
O (-1.906, 4.663, 3.004)
N (-1.195, 6.214, 1.484)
C (-1.009, 7.613, 1.152)
C (-0.801, 5.204, 0.521)
H (-1.990, 6.659, 3.327)
H (-1.581, 7.848, 0.252)
H (0.052, 7.801, 0.968)
H (-1.347, 8.254, 1.966)
H (-1.672, 4.599, 0.257)
H (-0.048, 4.552, 0.969)
H (-0.395, 5.671, -0.375)

(4)
Entry from OMol25: a molecular structure, C14H12BrFeN3O8S2 (ωB97M-V with the def2-TZVPD basis set).

Summary:
- net charge = -2

Atoms and positions in Å:
Fe (-0.616, -0.137, -0.190)
N (2.140, -0.409, 1.308)
C (1.524, -0.972, 2.408)
C (2.119, -0.883, 3.654)
C (1.610, -1.549, 4.775)
C (0.513, -2.359, 4.665)
C (-0.150, -2.455, 3.420)
C (-1.302, -3.257, 3.260)
C (-1.950, -3.283, 2.059)
C (-1.487, -2.446, 1.029)
N (-0.424, -1.682, 1.146)
C (0.304, -1.716, 2.304)
H (1.714, -0.618, 0.406)
H (2.248, 0.592, 1.395)
H (3.036, -0.311, 3.738)
H (2.117, -1.440, 5.727)
H (0.127, -2.914, 5.512)
H (-1.657, -3.834, 4.107)
H (-2.837, -3.880, 1.896)
H (-2.013, -2.374, 0.088)
O (-2.233, 2.738, 0.994)
S (-1.832, 1.443, 1.530)
O (-2.201, 1.260, 2.923)
O (-0.345, 1.214, 1.321)
O (-2.398, 0.313, 0.666)
O (0.175, -0.500, -3.601)
S (0.293, -1.301, -2.390)
O (0.868, -2.614, -2.621)
O (1.074, -0.537, -1.331)
O (-1.063, -1.412, -1.698)
Br (1.473, 2.579, -0.988)
C (-0.232, 2.441, -1.799)
C (-0.600, 3.426, -2.704)
C (-1.842, 3.311, -3.299)
C (-2.656, 2.230, -2.972)
C (-2.192, 1.305, -2.063)
N (-0.990, 1.416, -1.484)
H (0.074, 4.240, -2.921)
H (-2.171, 4.057, -4.013)
H (-3.633, 2.100, -3.414)
H (-2.766, 0.441, -1.769)

Values of highest occupied orbital energy, in order: -10.9906; -8.5294; -10.9098; -1.8495, all in eV.
Values of electronic energy, in order: -33110.9713; -7765.0404; -27389.0490; -161667.8761, all in eV.